No. 1
Density functional theory data (ωB97M-V/def2-TZVPD) for C5H11O3Pr as an isolated structure.

```
20
Properties=species:S:1:pos:R:3:forces:R:3
O -2.135 -0.536 -1.503 1.836 1.524 -0.583
C -2.469 -0.597 -0.175 -0.143 -0.236 0.701
C -2.081 0.673 0.586 -0.928 -0.197 0.189
O -0.724 1.054 0.319 0.519 0.252 -0.019
C 0.307 0.733 1.236 0.368 0.102 0.274
C 1.243 -0.269 0.598 0.063 -0.483 0.814
O 1.546 0.190 -0.716 0.418 -0.036 0.320
C 2.611 -0.513 -1.343 0.539 -0.397 0.004
Pr -0.214 1.012 -2.028 -2.482 -0.803 -0.930
H -1.989 -1.463 0.341 -0.180 0.190 -0.147
H -3.566 -0.702 0.002 0.410 -0.058 -0.129
H -2.204 0.565 1.676 -0.142 0.194 -0.332
H -2.662 1.519 0.193 -0.083 -0.209 0.333
H -0.086 0.322 2.175 -0.010 0.132 -0.240
H 0.838 1.671 1.450 -0.065 -0.272 0.064
H 0.779 -1.265 0.530 0.112 0.214 -0.006
H 2.166 -0.339 1.193 -0.166 -0.025 -0.161
H 2.608 -0.240 -2.404 0.096 -0.060 0.123
H 3.566 -0.217 -0.889 -0.220 -0.113 -0.194
H 2.464 -1.598 -1.240 0.058 0.283 -0.081
```
Forces are in eV/Å.

Results
- relative energy (zero: lowest compared OMol25 entry of this formula, charge and spin) (kcal/mol) = 0.0
- total charge = +1
- 2S+1 = 4
- HOMO level (spin up / spin down) (eV) = -10.13 / -11.76

In elementary charge units, the Löwdin charges are:
1 O -0.3708
2 C -0.3805
3 C -0.1598
4 O -0.3245
5 C -0.1350
6 C -0.1458
7 O -0.3943
8 C -0.0371
9 Pr 1.4666
10 H 0.1184
11 H 0.1309
12 H 0.1397
13 H 0.1366
14 H 0.1532
15 H 0.1497
16 H 0.1545
17 H 0.1538
18 H 0.1028
19 H 0.1200
20 H 0.1216

***

No. 2
Density functional theory data (ωB97M-V/def2-TZVPD) for a 2-piece molecular cluster, C21H21BrNO4 overall.

```
48
Properties=species:S:1:pos:R:3:forces:R:3
C 1.129 3.153 2.419 -0.125 -0.680 -0.564
C 2.119 2.224 1.610 -0.621 0.315 -1.453
C 1.393 1.943 0.204 -0.081 0.573 1.429
C 3.489 2.923 1.250 0.264 -1.058 0.299
C 4.464 3.105 2.487 -0.886 1.545 0.017
N 4.372 2.066 3.514 0.363 -0.347 -1.344
C 4.722 0.744 3.046 -0.797 -0.142 0.683
Br 6.661 0.458 3.523 -0.265 -0.068 -0.361
C 3.842 -0.401 3.703 -0.123 -4.389 1.864
O 2.690 -0.165 4.150 0.542 2.061 -0.927
O 4.308 -1.611 3.814 0.293 3.229 -1.277
H 1.138 4.178 1.951 0.141 -0.796 0.692
H 1.309 3.170 3.522 -0.037 0.167 -0.955
H 0.086 2.755 2.238 0.982 0.370 0.433
H 2.246 1.213 2.083 0.094 1.179 -0.009
H 0.510 1.271 0.391 0.953 0.390 -0.412
H 2.139 1.520 -0.512 -0.933 0.325 0.347
H 0.964 2.937 -0.108 0.570 -0.968 -0.272
H 4.019 2.234 0.524 -0.616 0.814 0.532
H 3.296 3.905 0.724 0.239 -0.941 0.554
H 5.513 3.276 2.106 -0.911 -0.513 0.565
H 4.171 4.079 2.991 0.365 -0.969 -0.429
H 3.491 2.083 4.029 0.234 -0.432 -0.288
H 4.665 0.594 1.939 0.308 0.301 0.867
C -3.603 -1.867 -5.855 0.007 -0.004 0.110
C -4.724 -1.180 -5.397 0.065 -0.022 0.100
C -4.899 -0.962 -4.038 -0.089 0.033 -0.220
C -3.958 -1.439 -3.130 0.045 -0.070 -0.229
C -2.847 -2.148 -3.587 -0.170 0.100 -0.137
C -2.667 -2.350 -4.952 -0.074 0.013 -0.213
C -1.861 -2.706 -2.627 0.593 -0.342 -0.074
O -0.891 -3.321 -3.027 -0.149 0.059 -0.025
C -2.085 -2.508 -1.174 -0.018 -0.007 0.215
C -1.202 -3.073 -0.256 0.025 -0.023 0.216
C -1.397 -2.882 1.106 -0.036 0.000 -0.139
C -2.469 -2.119 1.556 -0.050 0.007 -0.163
C -3.355 -1.558 0.646 0.057 -0.049 0.225
C -3.172 -1.758 -0.720 0.110 -0.059 0.090
C -4.146 -1.184 -1.679 -0.464 0.351 0.361
O -5.087 -0.520 -1.287 0.075 -0.083 -0.110
H -3.463 -2.029 -6.917 0.000 0.007 0.064
H -5.461 -0.814 -6.102 0.045 -0.009 0.045
H -5.770 -0.422 -3.687 0.135 -0.042 0.134
H -1.798 -2.889 -5.313 -0.018 0.012 0.192
H -0.363 -3.667 -0.599 -0.092 0.108 -0.125
H -0.711 -3.328 1.818 -0.006 0.073 -0.057
H -2.618 -1.964 2.619 0.036 0.006 -0.069
H -4.191 -0.968 1.002 0.019 -0.024 -0.180
```
Forces are in eV/Å.

Results
- total charge = -1
- HOMO level (eV) = -4.22

In elementary charge units, the natural (NBO) charges are:
1 C -0.6221
2 C -0.2353
3 C -0.6112
4 C -0.4255
5 C -0.2170
6 N -0.6609
7 C -0.1325
8 Br -0.1043
9 C 0.7050
10 O -0.7657
11 O -0.7681
12 H 0.1903
13 H 0.2185
14 H 0.2032
15 H 0.2536
16 H 0.2055
17 H 0.2074
18 H 0.1871
19 H 0.1934
20 H 0.1968
21 H 0.1966
22 H 0.1821
23 H 0.4036
24 H 0.1996
25 C -0.1983
26 C -0.1963
27 C -0.1856
28 C -0.0580
29 C -0.1375
30 C -0.1546
31 C 0.5241
32 O -0.5233
33 C -0.0558
34 C -0.1803
35 C -0.1763
36 C -0.1865
37 C -0.1528
38 C -0.1622
39 C 0.5361
40 O -0.5334
41 H 0.2147
42 H 0.2142
43 H 0.2376
44 H 0.2386
45 H 0.2422
46 H 0.2342
47 H 0.2239
48 H 0.2351

***

No. 3
Density functional theory data (ωB97M-V/def2-TZVPD) for a 2-piece molecular cluster, C4H8N2 overall.

```
14
Properties=species:S:1:pos:R:3:forces:R:3
C 1.754 1.241 0.655 -0.513 -2.995 -0.580
C -0.582 -0.977 -0.349 -0.703 0.170 1.112
C 0.453 1.876 1.152 -3.526 2.588 0.614
C -0.359 -0.970 -1.678 2.785 0.061 -3.039
N 0.708 0.587 0.583 3.816 1.219 0.946
N -1.256 -1.399 0.592 0.601 0.597 2.105
H 2.821 1.195 0.565 0.817 0.558 0.103
H 0.126 2.021 2.182 0.971 -0.154 0.301
H -0.077 2.501 0.457 -0.019 0.615 -0.131
H 0.173 -0.068 -2.059 -0.070 -0.033 0.484
H 0.448 -1.746 -1.867 -1.119 0.229 -0.183
H -1.221 -0.970 -2.296 -1.112 -0.799 -0.772
H -1.851 -2.155 0.472 -2.030 -2.089 -0.283
H -1.138 -1.137 1.591 0.101 0.033 -0.679
```
Forces are in eV/Å.

Results
- relative energy (zero: lowest compared OMol25 entry of this formula, charge and spin) (kcal/mol) = 67.3
- total charge = +2
- 2S+1 = 3
- HOMO level (spin up / spin down) (eV) = -17.90 / -22.15

In elementary charge units, the natural (NBO) charges are:
1 C 0.3149
2 C 0.6042
3 C -0.0469
4 C -0.8172
5 N -0.1371
6 N -0.6506
7 H 0.3384
8 H 0.2760
9 H 0.2429
10 H 0.3037
11 H 0.3512
12 H 0.3263
13 H 0.4469
14 H 0.4471

***

No. 4
Density functional theory data (ωB97M-V/def2-TZVPD) for a 2-piece molecular cluster, C4H10O4 overall.

```
18
Properties=species:S:1:pos:R:3:forces:R:3
O 2.730 0.591 -0.112 -1.220 0.081 0.713
C 1.518 0.361 -0.150 -0.664 -0.334 -3.813
O 0.792 0.585 -1.267 0.512 -0.137 1.919
C 0.819 -0.528 0.829 0.546 0.767 1.067
C -0.799 -0.702 0.682 2.024 2.254 -1.764
C -1.190 -1.694 1.636 -1.370 -4.201 1.193
O -1.281 0.590 0.934 -1.118 -1.092 0.616
H 1.097 1.098 -2.040 0.705 0.097 0.353
H 0.989 -0.070 1.816 0.011 -0.449 -0.104
H 1.365 -1.461 0.749 -0.047 -0.461 0.212
H -0.953 -1.032 -0.346 -0.236 0.342 -0.113
H -1.292 -2.674 1.093 0.767 0.586 0.357
H -2.283 -1.696 1.923 1.143 0.902 0.359
H -0.457 -1.890 2.460 -1.084 0.446 -0.307
H -1.945 0.398 1.641 0.477 1.060 -0.566
H -1.088 0.663 -1.598 2.549 -0.885 2.859
H -2.295 1.341 -1.857 -1.476 0.998 0.208
O -1.645 0.821 -2.284 -1.518 0.025 -3.190
```
Forces are in eV/Å.

Results
- relative energy (zero: lowest compared OMol25 entry of this formula, charge and spin) (kcal/mol) = 18.3
- total charge = +1
- 2S+1 = 2
- HOMO level (spin up / spin down) (eV) = -14.96 / -14.93

In elementary charge units, the natural (NBO) charges are:
1 O -0.1253
2 C 0.8160
3 O -0.6284
4 C -0.4986
5 C 0.1297
6 C -0.7138
7 O -0.6441
8 H 0.5649
9 H 0.2830
10 H 0.2878
11 H 0.2210
12 H 0.2692
13 H 0.2767
14 H 0.2557
15 H 0.5028
16 H 0.4452
17 H 0.4731
18 O -0.9149

***

No. 5
Density functional theory data (ωB97M-V/def2-TZVPD) for a 3-piece molecular cluster, C2H9NS overall.

```
13
Properties=species:S:1:pos:R:3:forces:R:3
N 1.186 1.265 -1.811 -0.255 -0.075 0.516
H 1.070 0.791 -0.916 -0.277 -0.301 -0.357
H -0.750 -1.073 -1.747 -0.143 0.269 0.114
H 1.521 0.616 -2.512 0.103 -0.033 0.163
H 1.926 1.903 -1.575 0.416 0.438 -0.404
C -0.184 -0.859 1.443 -0.572 -0.951 1.176
C -1.233 0.165 1.558 0.403 1.366 -0.144
S 0.483 0.807 1.630 0.383 -0.232 -0.619
H -0.411 -1.625 -2.090 0.136 -0.268 -0.145
H -0.221 -1.533 0.594 0.560 0.729 -0.566
H 0.030 -1.450 2.325 -0.190 0.068 0.159
H -1.678 0.524 0.639 -0.317 -0.326 0.012
H -1.740 0.468 2.462 -0.247 -0.683 0.097
```
Forces are in eV/Å.

Results
- relative energy (zero: lowest compared OMol25 entry of this formula, charge and spin) (kcal/mol) = 41.6
- SMILES = [H][H].C1CS1.N
- total charge = 0
- HOMO level (eV) = -8.94

In elementary charge units, the natural (NBO) charges are:
1 N -1.0787
2 H 0.3629
3 H -0.0008
4 H 0.3530
5 H 0.3526
6 C -0.5114
7 C -0.4673
8 S 0.0759
9 H -0.0002
10 H 0.2312
11 H 0.2230
12 H 0.2273
13 H 0.2325

***

No. 6
Density functional theory data (ωB97M-V/def2-TZVPD) for C8H11NS in the gas phase.

```
21
Properties=species:S:1:pos:R:3:forces:R:3
C -1.661 -0.757 -0.911 -0.208 -0.372 -0.106
C -1.454 0.726 0.907 -1.085 2.472 2.062
C -3.058 -0.559 -0.882 2.701 -0.494 -0.389
C -2.842 0.862 0.919 2.029 -2.081 -2.716
C -0.923 -0.214 0.093 2.863 0.339 -0.057
C 1.675 -1.160 1.630 -2.424 -0.102 1.977
C 2.242 -0.269 -1.007 -0.443 0.948 0.172
C 2.867 1.141 -0.672 -2.460 -2.910 0.755
N -3.583 0.162 0.039 -2.266 1.957 2.036
S 1.093 -0.748 0.157 -2.339 -2.691 -3.357
H -1.125 -1.245 -1.712 -0.213 -0.607 -0.178
H -0.964 1.555 1.511 0.177 -1.806 -0.580
H -3.662 -0.976 -1.646 -0.739 -0.376 -0.546
H -3.193 1.635 1.504 -1.669 1.150 1.197
H 2.504 -0.539 1.949 -0.044 -0.177 0.146
H 0.763 -1.427 2.376 2.416 0.922 -1.709
H 2.020 -0.420 -2.104 -0.303 -0.178 1.596
H 2.643 1.298 0.374 0.605 0.435 0.409
H 2.353 1.866 -1.217 -0.490 1.488 -0.989
H 3.870 1.062 -0.902 2.195 0.343 -0.205
H 0.434 -1.994 -0.407 1.697 1.742 0.481
```
Forces are in eV/Å.

Results
- relative energy (zero: lowest compared OMol25 entry of this formula, charge and spin) (kcal/mol) = 163.0
- SMILES = C=[S@H](=CC)c1ccncc1
- total charge = 0
- HOMO level (eV) = -7.63

In elementary charge units, the natural (NBO) charges are:
1 C -0.2991
2 C -0.2848
3 C 0.0565
4 C 0.0378
5 C -0.1402
6 C -0.9697
7 C -0.7002
8 C -0.6112
9 N -0.4154
10 S 1.0910
11 H 0.2216
12 H 0.2320
13 H 0.1930
14 H 0.1923
15 H 0.2425
16 H 0.2402
17 H 0.2332
18 H 0.1970
19 H 0.1985
20 H 0.2157
21 H 0.0693

***

| no. | F_max (eV/A) |
| --- | --- |
| 1 | 2.77 |
| 2 | 4.77 |
| 3 | 4.42 |
| 4 | 4.58 |
| 5 | 1.62 |
| 6 | 4.90 |